The following is a quantum chemistry calculation of 9 unconnected molecules or ions with the total composition C42H93N3O12S6 in a non-equilibrium geometry, from the Open Molecules 2025 dataset.

total charge	0
HOMO	-0.31237	Eh
gap between HOMO and LUMO	8.578	eV
SMILES	O=S1(=O)CCCC1.O=S1(=O)CCCC1.O=S1(=O)CCCC1.O=S1(=O)CCCC1.O=S1(=O)CCCC1.O=S1(=O)CCCC1.CCN(CC)CC.CCN(CC)CC.CCN(CC)CC
E_LUMO	0.08	eV
energy relative to the best compared isomer or geometry (same formula, charge and spin)	0.0	kJ/mol

Last columns: bonded neighbours and bond lengths (Å).
Atoms and positions in Å:
1 O 1.29377 -3.28487 -4.91846  S2 1.454
2 S -0.11600 -3.23182 -5.26934  O1 1.454, O3 1.458, C4 1.806, C7 1.880
3 O -0.50216 -3.09108 -6.66849  S2 1.458
4 C -0.97356 -4.65218 -4.55713  S2 1.806, C5 1.521, H8 1.088, H9 1.091
5 C -1.25925 -4.19327 -3.13517  C4 1.521, C6 1.513, H10 1.089, H11 1.096
6 C -1.81523 -2.79134 -3.25149  C5 1.513, C7 1.508, H12 1.092, H13 1.095
7 C -0.94993 -1.96009 -4.16456  S2 1.880, C6 1.508, H14 1.091, H15 1.089
8 H -0.30334 -5.47994 -4.77849  C4 1.088
9 H -1.87853 -4.70329 -5.16382  C4 1.091
10 H -1.91030 -4.87573 -2.59180  C5 1.089
11 H -0.31787 -4.13129 -2.57758  C5 1.096
12 H -1.96756 -2.39599 -2.24459  C6 1.092
13 H -2.84526 -2.91886 -3.60141  C6 1.095
14 H -0.12033 -1.46126 -3.66138  C7 1.091
15 H -1.41445 -1.14052 -4.70995  C7 1.089
16 O -2.20826 5.30963 0.42532  S17 1.447
17 S -1.13801 6.11999 -0.11372  O16 1.447, O18 1.452, C19 1.839, C22 1.852
18 O -0.29637 6.97527 0.70339  S17 1.452
19 C -0.00534 5.06794 -1.11057  S17 1.839, C20 1.544, H23 1.088, H24 1.085
20 C 0.00829 5.62158 -2.55131  C19 1.544, C21 1.545, H25 1.089, H26 1.095
21 C -0.58068 7.05038 -2.56057  C20 1.545, C22 1.511, H27 1.088, H28 1.097
22 C -1.73157 7.08034 -1.58226  S17 1.852, C21 1.511, H29 1.094, H30 1.087
23 H -0.49233 4.09677 -1.16040  C19 1.088
24 H 0.97080 4.95554 -0.65039  C19 1.085
25 H 1.01098 5.64379 -2.97482  C20 1.089
26 H -0.60677 5.07429 -3.27330  C20 1.095
27 H -0.85717 7.51025 -3.50721  C21 1.088
28 H 0.25535 7.64236 -2.16906  C21 1.097
29 H -2.56054 6.49282 -1.98667  C22 1.094
30 H -2.09861 8.06406 -1.30019  C22 1.087
31 O 3.52037 -7.27872 2.08186  S32 1.452
32 S 3.42292 -6.25732 3.10940  O31 1.452, O33 1.449, C34 1.816, C37 1.819
33 O 4.06366 -6.45584 4.39348  S32 1.449
34 C 3.84326 -4.63197 2.41618  S32 1.816, C35 1.535, H38 1.088, H39 1.089
35 C 2.55032 -3.98167 1.90343  C34 1.535, C36 1.508, H40 1.094, H41 1.086
36 C 1.39816 -4.94785 2.02259  C35 1.508, C37 1.529, H42 1.097, H43 1.088
37 C 1.67602 -5.77918 3.27545  S32 1.819, C36 1.529, H44 1.090, H45 1.091
38 H 4.59810 -4.73265 1.63912  C34 1.088
39 H 4.24124 -4.04101 3.24017  C34 1.089
40 H 2.24862 -3.10201 2.47904  C35 1.094
41 H 2.67685 -3.68922 0.86515  C35 1.086
42 H 1.53963 -5.67519 1.21313  C36 1.097
43 H 0.39506 -4.53756 1.93251  C36 1.088
44 H 1.17150 -6.73556 3.41219  C37 1.090
45 H 1.66324 -5.19900 4.19957  C37 1.091
46 O -2.64792 1.29830 -5.62504  S47 1.448
47 S -3.24895 1.32201 -4.30794  O46 1.448, O48 1.452, C49 1.809, C52 1.804
48 O -3.69717 0.12162 -3.62516  S47 1.452
49 C -2.12999 2.26152 -3.24128  S47 1.809, C50 1.520, H53 1.096, H54 1.088
50 C -3.05366 3.00953 -2.29356  C49 1.520, C51 1.530, H55 1.096, H56 1.085
51 C -4.19622 3.54441 -3.15969  C50 1.530, C52 1.550, H57 1.093, H58 1.087
52 C -4.56628 2.55486 -4.29371  S47 1.804, C51 1.550, H59 1.087, H60 1.086
53 H -1.73216 2.99867 -3.94817  C49 1.096
54 H -1.26149 1.69508 -2.91328  C49 1.088
55 H -3.52306 2.31355 -1.58861  C50 1.096
56 H -2.55252 3.73722 -1.66365  C50 1.085
57 H -3.80898 4.42673 -3.67533  C51 1.093
58 H -5.06902 3.80049 -2.56378  C51 1.087
59 H -4.45834 3.08742 -5.23474  C52 1.087
60 H -5.53764 2.07617 -4.21486  C52 1.086
61 O 3.31374 -3.67147 -1.38541  S62 1.439
62 S 3.95197 -2.38917 -1.24937  O61 1.439, O63 1.458, C64 1.827, C67 1.844
63 O 3.90022 -1.64232 0.00123  S62 1.458
64 C 5.69623 -2.44882 -1.78979  S62 1.827, C65 1.519, H68 1.090, H69 1.087
65 C 5.67183 -2.00891 -3.24353  C64 1.519, C66 1.538, H70 1.090, H71 1.093
66 C 4.69301 -0.82520 -3.31762  C65 1.538, C67 1.504, H72 1.090, H73 1.089
67 C 3.43498 -1.30270 -2.64681  S62 1.844, C66 1.504, H74 1.092, H75 1.091
68 H 5.95301 -3.50587 -1.71826  C64 1.090
69 H 6.26595 -1.83923 -1.09243  C64 1.087
70 H 6.62825 -1.71960 -3.67865  C65 1.090
71 H 5.33937 -2.87076 -3.82820  C65 1.093
72 H 4.49553 -0.52699 -4.34680  C66 1.090
73 H 5.20994 -0.00594 -2.81968  C66 1.089
74 H 2.79160 -1.86661 -3.32542  C67 1.092
75 H 2.75848 -0.57540 -2.19494  C67 1.091
76 O 0.97024 1.20405 2.43783  S77 1.453
77 S 0.25939 1.23356 1.17056  O76 1.453, O78 1.448, C79 1.819, C82 1.858
78 O -0.05710 2.49095 0.52663  S77 1.448
79 C 0.96594 0.06255 -0.02929  S77 1.819, C80 1.522, H83 1.096, H84 1.091
80 C -0.12157 -0.84705 -0.58301  C79 1.522, C81 1.560, H85 1.091, H86 1.089
81 C -1.02748 -1.12090 0.65715  C80 1.560, C82 1.524, H87 1.093, H88 1.089
82 C -1.26654 0.19570 1.38670  S77 1.858, C81 1.524, H89 1.087, H90 1.090
83 H 1.64898 -0.44853 0.65916  C79 1.096
84 H 1.67047 0.63641 -0.63364  C79 1.091
85 H -0.67618 -0.31107 -1.35444  C80 1.091
86 H 0.33557 -1.74664 -0.99133  C80 1.089
87 H -0.48218 -1.81487 1.30189  C81 1.093
88 H -1.94114 -1.63616 0.36391  C81 1.089
89 H -1.46014 0.09763 2.45181  C82 1.087
90 H -2.11442 0.72417 0.95099  C82 1.090
91 C 5.40028 2.09833 -0.21104  C92 1.522, H98 1.089, H99 1.094, H100 1.092
92 C 4.10323 2.58552 -0.84064  C91 1.522, N93 1.471, H101 1.090, H102 1.096
93 N 3.93050 2.21865 -2.25450  C92 1.471, C94 1.461, C96 1.464
94 C 5.00714 2.74073 -3.09280  N93 1.461, C95 1.529, H103 1.091, H104 1.094
95 C 5.09825 4.25927 -3.24953  C94 1.529, H105 1.089, H106 1.089, H107 1.093
96 C 2.60447 2.66495 -2.68451  N93 1.464, C97 1.520, H108 1.101, H109 1.096
97 C 2.21778 2.09886 -4.04061  C96 1.520, H110 1.093, H111 1.087, H112 1.091
98 H 5.34285 2.15639 0.87469  C91 1.089
99 H 6.25386 2.73098 -0.47375  C91 1.094
100 H 5.64949 1.09198 -0.55347  C91 1.092
101 H 3.32342 2.04842 -0.29982  C92 1.090
102 H 4.09778 3.67568 -0.72379  C92 1.096
103 H 5.94678 2.35202 -2.69734  C94 1.091
104 H 4.93642 2.34971 -4.11193  C94 1.094
105 H 5.94690 4.50030 -3.88824  C95 1.089
106 H 4.18161 4.68916 -3.65047  C95 1.089
107 H 5.26451 4.72772 -2.27642  C95 1.093
108 H 2.55200 3.76476 -2.68183  C96 1.101
109 H 1.78952 2.49991 -1.97051  C96 1.096
110 H 1.17570 2.35195 -4.25174  C97 1.093
111 H 2.36777 1.02197 -4.05757  C97 1.087
112 H 2.76425 2.60372 -4.83924  C97 1.091
113 C -5.35780 -0.86105 2.79889  C114 1.534, H120 1.092, H121 1.094, H122 1.090
114 C -4.82090 0.36654 3.54673  C113 1.534, N115 1.442, H123 1.102, H124 1.092
115 N -4.07286 1.33626 2.78640  C114 1.442, C116 1.475, C118 1.473
116 C -3.64549 2.44682 3.65866  N115 1.475, C117 1.508, H125 1.098, H126 1.092
117 C -2.92857 3.51304 2.86922  C116 1.508, H127 1.092, H128 1.089, H129 1.091
118 C -4.81177 1.75341 1.58252  N115 1.473, C119 1.571, H130 1.088, H131 1.091
119 C -6.10665 2.58779 1.89002  C118 1.571, H132 1.084, H133 1.094, H134 1.089
120 H -4.56316 -1.29224 2.18618  C113 1.092
121 H -6.19926 -0.63170 2.13925  C113 1.094
122 H -5.81492 -1.56426 3.49498  C113 1.090
123 H -5.74312 0.82201 3.94299  C114 1.102
124 H -4.21537 -0.00020 4.37779  C114 1.092
125 H -4.51987 2.91107 4.13392  C116 1.098
126 H -2.99169 2.08834 4.45609  C116 1.092
127 H -2.55988 4.32255 3.50340  C117 1.092
128 H -2.06751 3.15156 2.30935  C117 1.089
129 H -3.67801 4.01148 2.25252  C117 1.091
130 H -5.00530 0.85542 0.99936  C118 1.088
131 H -4.24636 2.40003 0.90916  C118 1.091
132 H -6.61221 2.23782 2.78308  C119 1.084
133 H -6.73298 2.46480 1.00106  C119 1.094
134 H -5.92037 3.66081 1.88945  C119 1.089
135 C -1.76717 -5.04827 6.60525  C136 1.519, H142 1.093, H143 1.090, H144 1.098
136 C -0.62012 -4.44897 5.81061  C135 1.519, N137 1.469, H145 1.090, H146 1.098
137 N -0.60662 -2.98082 5.85440  C136 1.469, C138 1.457, C140 1.468
138 C -1.81105 -2.39129 5.28494  N137 1.457, C139 1.538, H147 1.100, H148 1.093
139 C -2.44015 -2.97853 4.01059  C138 1.538, H149 1.092, H150 1.088, H151 1.090
140 C 0.56029 -2.49845 5.10625  N137 1.468, C141 1.523, H152 1.089, H153 1.101
141 C 1.82051 -2.43816 5.95981  C140 1.523, H154 1.093, H155 1.090, H156 1.091
142 H -1.81251 -4.72797 7.64916  C135 1.093
143 H -1.88925 -6.12440 6.48522  C135 1.090
144 H -2.75954 -4.68478 6.30749  C135 1.098
145 H 0.34706 -4.71376 6.23796  C136 1.090
146 H -0.68630 -4.88152 4.80379  C136 1.098
147 H -2.53630 -2.46254 6.10843  C138 1.100
148 H -1.78956 -1.30728 5.14935  C138 1.093
149 H -1.80153 -2.78278 3.14721  C139 1.092
150 H -2.66109 -4.04071 4.09493  C139 1.088
151 H -3.37353 -2.42862 3.89442  C139 1.090
152 H 0.39509 -1.49760 4.70912  C140 1.089
153 H 0.74659 -3.20612 4.28351  C140 1.101
154 H 2.11159 -3.40708 6.37261  C141 1.093
155 H 1.61329 -1.75997 6.78801  C141 1.090
156 H 2.69653 -2.11876 5.39269  C141 1.091